{"formula": "C9H12NOPS", "method": "ωB97M-V/def2-TZVPD", "lumo_ev": 0.2, "e_tot_ha": -1219.637064, "de_lowest_kcal_mol": 41.0, "homo_lumo_gap_ev": 8.4, "symbols": ["C", "C", "C", "C", "C", "C", "C", "C", "C", "N", "O", "P", "S", "H", "H", "H", "H", "H", "H", "H", "H", "H", "H", "H", "H"], "positions_angstrom": [[0.921, -0.493, -3.405], [2.053, -1.220, -3.442], [0.610, 0.336, -2.264], [2.860, -1.310, -2.324], [1.523, 0.334, -1.224], [2.671, -0.435, -1.265], [1.061, 0.974, 0.099], [-2.113, 1.374, 3.578], [-2.120, 0.083, 1.602], [-1.530, 0.410, 2.656], [0.679, -0.120, 0.943], [0.649, 0.047, 2.606], [1.036, 1.916, 3.022], [0.215, -0.495, -4.284], [2.197, -1.754, -4.301], [-0.371, 0.753, -2.153], [3.769, -1.944, -2.316], [1.935, 1.587, 0.519], [0.241, 1.746, 0.097], [-2.209, 1.112, 4.664], [-1.428, 2.200, 3.575], [-3.129, 1.631, 3.266], [-1.822, -0.705, 0.952], [3.418, -0.488, -0.444], [-3.029, 0.431, 1.328]], "nbo_charge": [-0.189, -0.236, -0.209, -0.186, -0.045, -0.208, -0.106, -0.456, 0.024, -0.415, -0.838, 1.049, -0.672, 0.209, 0.210, 0.210, 0.214, 0.209, 0.195, 0.229, 0.250, 0.189, 0.197, 0.223, 0.152]}


{"formula": "C9H12NP", "method": "ωB97M-V/def2-TZVPD", "lumo_ev": 0.7, "e_tot_ha": -746.103298, "de_lowest_kcal_mol": 69.2, "homo_lumo_gap_ev": 8.3, "smiles": "C=CCNPc1ccccc1", "symbols": ["C", "C", "C", "N", "P", "C", "C", "C", "C", "C", "C", "H", "H", "H", "H", "H", "H", "H", "H", "H", "H", "H", "H"], "positions_angstrom": [[-0.321, 2.200, 0.233], [-1.541, 1.811, -0.020], [-1.820, 0.343, -0.212], [-1.751, -0.166, 1.058], [-0.857, -1.498, 1.908], [0.573, -1.606, 0.822], [1.559, -0.699, 1.140], [2.724, -0.612, 0.424], [2.928, -1.447, -0.619], [1.930, -2.339, -1.039], [0.754, -2.486, -0.268], [0.539, 1.560, 0.227], [-0.062, 3.157, 0.660], [-2.544, 2.447, 0.137], [-2.884, 0.022, -0.755], [-0.981, -0.179, -0.724], [-1.833, 0.512, 1.877], [-0.368, -0.214, 2.496], [1.481, 0.002, 2.102], [3.520, 0.161, 0.811], [3.898, -1.290, -1.114], [2.083, -3.004, -1.812], [0.055, -3.344, -0.398]], "nbo_charge": [-0.405, -0.179, -0.252, -0.928, 0.773, -0.391, -0.198, -0.219, -0.209, -0.204, -0.193, 0.198, 0.197, 0.211, 0.156, 0.199, 0.378, -0.038, 0.222, 0.219, 0.221, 0.213, 0.226]}


{"formula": "C9H12NS", "method": "ωB97M-V/def2-TZVPD", "lumo_ev": [-4.7, -4.7], "e_tot_ha": -802.749407, "de_lowest_kcal_mol": 38.1, "homo_lumo_gap_ev": [7.2, 7.2], "charge": 1, "smiles": "C=[N+]1C2=C(CCC=C2)S[C@@H]1C", "symbols": ["C", "N", "C", "C", "C", "C", "C", "C", "S", "C", "C", "H", "H", "H", "H", "H", "H", "H", "H", "H", "H", "H", "H"], "positions_angstrom": [[-1.368, 2.059, 0.578], [-0.943, 0.866, 0.349], [0.294, 0.431, 0.100], [0.354, -0.918, 0.014], [1.583, -1.744, -0.244], [2.837, -0.940, 0.294], [2.716, 0.514, -0.091], [1.520, 1.164, -0.132], [-1.105, -1.832, 0.356], [-2.058, -0.345, 0.429], [-3.109, -0.298, -0.786], [-2.326, 2.411, 0.671], [-0.682, 2.905, 0.545], [1.511, -2.791, 0.116], [1.687, -1.709, -1.324], [3.665, -1.435, -0.176], [2.864, -0.975, 1.407], [3.592, 1.062, -0.314], [1.343, 2.190, -0.117], [-2.469, -0.101, 1.366], [-3.124, 0.848, -0.950], [-4.182, -0.521, -0.516], [-2.598, -0.842, -1.576]], "nbo_charge": [-0.022, -0.202, -0.016, 0.009, -0.458, -0.433, -0.091, -0.251, 0.409, -0.162, -0.628, 0.223, 0.217, 0.256, 0.248, 0.244, 0.239, 0.232, 0.219, 0.234, 0.218, 0.271, 0.244]}


{"formula": "C9H12O4", "method": "ωB97M-V/def2-TZVPD", "lumo_ev": 0.8, "e_tot_ha": -651.088895, "de_lowest_kcal_mol": 7.6, "homo_lumo_gap_ev": 10.9, "smiles": "CO[C@H]1OC(=O)[C@H]2[C@@H]1[C@@H]1CC[C@H]2O1", "symbols": ["C", "O", "C", "O", "C", "O", "C", "C", "C", "C", "C", "C", "O", "H", "H", "H", "H", "H", "H", "H", "H", "H", "H", "H", "H"], "positions_angstrom": [[-3.293, -0.764, 1.846], [-2.178, 0.048, 1.442], [-1.083, -0.652, 0.824], [-1.542, -1.396, -0.304], [-1.105, -0.801, -1.416], [-1.499, -0.998, -2.553], [-0.088, 0.322, -1.167], [-0.019, 0.389, 0.366], [1.459, -0.055, 0.596], [2.382, 1.052, 0.227], [2.315, 1.019, -1.290], [1.296, -0.109, -1.560], [1.639, -0.979, -0.477], [-3.880, -1.087, 0.965], [-2.990, -1.670, 2.405], [-3.952, -0.182, 2.544], [-0.589, -1.333, 1.547], [-0.398, 1.229, -1.629], [-0.188, 1.360, 0.865], [1.626, -0.452, 1.596], [3.382, 0.827, 0.565], [2.129, 2.002, 0.617], [3.292, 0.764, -1.724], [1.950, 1.958, -1.700], [1.330, -0.494, -2.584]], "nbo_charge": [-0.263, -0.543, 0.377, -0.480, 0.805, -0.567, -0.367, -0.268, 0.085, -0.438, -0.417, 0.086, -0.520, 0.189, 0.173, 0.199, 0.164, 0.248, 0.242, 0.208, 0.219, 0.213, 0.222, 0.206, 0.229]}


{"formula": "C9H12OS", "method": "ωB97M-V/def2-TZVPD", "lumo_ev": 0.2, "e_tot_ha": -823.367568, "de_lowest_kcal_mol": 106.3, "homo_lumo_gap_ev": 8.4, "symbols": ["C", "C", "C", "C", "C", "C", "C", "C", "C", "O", "S", "H", "H", "H", "H", "H", "H", "H", "H", "H", "H", "H", "H"], "positions_angstrom": [[2.552, -2.127, -0.396], [1.955, -0.860, -0.039], [1.584, -2.798, -1.180], [0.821, -0.778, -0.713], [-2.063, -0.196, -1.277], [-1.048, 0.637, -0.657], [-0.886, 0.283, 1.689], [-0.021, 2.470, 0.757], [-0.987, 1.323, 0.623], [0.636, -1.948, -1.439], [-1.381, 1.276, -2.200], [3.491, -2.436, 0.110], [2.468, -0.156, 0.612], [1.464, -3.677, -1.773], [-1.768, -1.169, -1.671], [-3.113, -0.161, -1.199], [-0.216, -0.553, 1.360], [-1.821, -0.112, 2.106], [-0.217, 0.712, 2.387], [-0.229, 3.209, 1.546], [-0.181, 3.054, -0.139], [1.013, 2.203, 0.763], [-2.051, 1.804, 0.728]], "nbo_charge": [-0.333, -0.404, 0.083, 0.238, -0.482, 0.006, -0.626, -0.602, -0.321, -0.459, 0.209, 0.225, 0.229, 0.202, 0.246, 0.229, 0.241, 0.220, 0.216, 0.224, 0.214, 0.215, 0.229]}


{"formula": "C9H12OSi", "method": "ωB97M-V/def2-TZVPD", "lumo_ev": [0.0, 0.0], "e_tot_ha": -714.716086, "de_lowest_kcal_mol": 123.8, "homo_lumo_gap_ev": [7.0, 7.0], "symbols": ["C", "C", "C", "C", "C", "C", "C", "C", "C", "O", "Si", "H", "H", "H", "H", "H", "H", "H", "H", "H", "H", "H", "H"], "positions_angstrom": [[1.489, -1.130, 3.010], [1.947, 0.173, 3.247], [1.282, -1.529, 1.731], [2.149, 0.977, 2.128], [1.426, -0.737, 0.616], [1.840, 0.597, 0.847], [1.898, 1.494, -0.238], [-1.603, -1.176, -2.170], [-0.780, 0.069, -2.518], [2.655, 2.185, -0.881], [-0.747, 1.379, -1.095], [1.216, -1.893, 3.729], [2.142, 0.763, 4.264], [0.718, -2.472, 1.739], [2.295, 2.002, 2.315], [1.358, -1.221, -0.376], [-1.385, -2.040, -2.947], [-1.296, -1.502, -1.093], [-2.743, -1.013, -2.284], [-1.070, 0.531, -3.429], [0.167, -0.224, -2.657], [-1.368, 0.872, 0.254], [-0.900, 2.703, -1.676]], "nbo_charge": [-0.226, -0.180, -0.201, -0.208, -0.191, -0.216, 0.529, -0.614, -0.828, -0.505, 0.754, 0.220, 0.231, 0.214, 0.214, 0.230, 0.210, 0.208, 0.213, 0.229, 0.223, -0.143, -0.164]}


{"formula": "C9H13AgN2OS4", "method": "ωB97M-V/def2-TZVPD", "lumo_ev": -0.9, "e_tot_ha": -2275.158497, "homo_lumo_gap_ev": 5.0, "symbols": ["Ag", "O", "C", "S", "C", "C", "S", "S", "S", "C", "C", "N", "C", "C", "N", "C", "C", "H", "H", "H", "H", "H", "H", "H", "H", "H", "H", "H", "H", "H"], "positions_angstrom": [[0.119, 0.184, -0.895], [2.018, 6.620, -0.187], [1.668, 5.466, -0.210], [2.771, 4.093, -0.121], [1.571, 2.802, -0.253], [0.280, 3.193, -0.373], [-1.185, 2.262, -0.568], [-0.010, 4.937, -0.325], [2.282, 1.206, -0.206], [1.252, -0.224, 4.319], [1.256, -0.299, 2.772], [-0.037, 0.118, 2.250], [-0.312, 1.495, 2.640], [-0.369, 1.609, 4.183], [-0.106, 0.244, 4.744], [-1.158, -0.713, 4.277], [-1.086, -0.763, 2.726], [1.984, 0.491, 4.693], [1.435, -1.193, 4.782], [1.464, -1.315, 2.432], [2.010, 0.350, 2.327], [-1.243, 1.808, 2.174], [0.475, 2.125, 2.226], [-1.346, 1.937, 4.537], [0.392, 2.284, 4.572], [-0.135, 0.290, 5.759], [-2.123, -0.350, 4.628], [-0.958, -1.683, 4.730], [-2.028, -0.441, 2.282], [-0.875, -1.777, 2.386]], "nbo_charge": [0.688, -0.590, 0.177, 0.306, -0.425, -0.423, -0.493, 0.305, -0.500, -0.251, -0.275, -0.394, -0.281, -0.251, -0.334, -0.251, -0.248, 0.228, 0.219, 0.216, 0.277, 0.261, 0.262, 0.222, 0.228, 0.434, 0.225, 0.221, 0.232, 0.217]}


{"formula": "C9H13AlBO3", "method": "ωB97M-V/def2-TZVPD", "lumo_ev": 3.2, "e_tot_ha": -843.900772, "homo_lumo_gap_ev": 7.2, "charge": -1, "symbols": ["C", "C", "B", "O", "Al", "O", "C", "O", "C", "C", "C", "C", "C", "C", "H", "H", "H", "H", "H", "H", "H", "H", "H", "H", "H", "H", "H"], "positions_angstrom": [[3.695, -0.732, 0.687], [4.192, 0.523, -0.070], [2.964, 1.334, -0.669], [3.141, 1.708, -1.990], [1.163, 1.883, 0.403], [-0.014, 0.458, 0.675], [-0.574, -0.110, -0.358], [-0.043, -0.344, -1.432], [-2.006, -0.521, -0.124], [-2.517, -1.647, -0.760], [-3.837, -2.031, -0.558], [-4.662, -1.277, 0.271], [-4.160, -0.146, 0.899], [-2.833, 0.225, 0.712], [2.645, -0.939, 0.474], [4.269, -1.616, 0.405], [3.785, -0.613, 1.766], [4.733, 1.182, 0.614], [4.861, 0.229, -0.884], [2.340, 2.136, -2.306], [0.331, 3.054, -0.371], [1.522, 2.394, 1.914], [-1.859, -2.201, -1.417], [-4.221, -2.914, -1.054], [-5.693, -1.573, 0.420], [-4.798, 0.446, 1.542], [-2.424, 1.092, 1.211]], "nbo_charge": [-0.599, -0.785, 0.455, -0.903, 0.962, -0.834, 0.766, -0.643, -0.049, -0.208, -0.229, -0.227, -0.215, -0.207, 0.214, 0.187, 0.197, 0.217, 0.196, 0.487, -0.424, -0.422, 0.227, 0.201, 0.199, 0.201, 0.234]}


{"formula": "C9H13BrOSi", "method": "ωB97M-V/def2-TZVPD", "lumo_ev": [-0.6, -0.6], "e_tot_ha": -3289.402937, "de_lowest_kcal_mol": 95.5, "homo_lumo_gap_ev": [8.9, 7.1], "symbols": ["C", "C", "C", "C", "C", "C", "C", "C", "C", "O", "Si", "Br", "H", "H", "H", "H", "H", "H", "H", "H", "H", "H", "H", "H", "H"], "positions_angstrom": [[-1.583, 3.907, -0.197], [-1.282, 3.018, -1.161], [-1.566, 3.447, 1.120], [-0.977, 1.671, -0.944], [-1.132, 2.145, 1.424], [-0.959, 1.216, 0.388], [2.628, -2.557, 0.037], [0.359, -3.240, -0.829], [1.346, -2.107, -0.812], [0.732, -0.885, -0.287], [-0.355, -0.485, 0.798], [-2.158, -1.899, 1.012], [-1.961, 4.930, -0.398], [-1.253, 3.469, -2.137], [-1.524, 4.099, 2.004], [-0.708, 1.001, -1.758], [-1.069, 1.880, 2.398], [3.315, -1.702, 0.026], [2.144, -2.815, 0.978], [3.045, -3.351, -0.628], [0.091, -3.483, 0.176], [0.617, -4.120, -1.310], [-0.482, -2.795, -1.223], [1.713, -1.785, -1.820], [1.021, 0.440, 3.142]], "nbo_charge": [-0.204, -0.205, -0.202, -0.183, -0.172, -0.574, -0.629, -0.645, 0.147, -0.959, 1.570, -0.357, 0.222, 0.210, 0.214, 0.221, 0.214, 0.221, 0.217, 0.217, 0.213, 0.225, 0.218, 0.185, -0.162]}


{"formula": "C9H13ClN", "method": "ωB97M-V/def2-TZVPD", "lumo_ev": -3.1, "e_tot_ha": -865.366653, "de_lowest_kcal_mol": 0.0, "homo_lumo_gap_ev": 9.5, "charge": 1, "smiles": "C[N@@H+]1CC[C@H]2CC=CC(Cl)=C21", "symbols": ["C", "N", "C", "C", "C", "C", "C", "C", "C", "Cl", "C", "H", "H", "H", "H", "H", "H", "H", "H", "H", "H", "H", "H", "H"], "positions_angstrom": [[0.091, -2.516, -0.942], [-0.036, -1.591, 0.128], [-1.449, -1.389, 0.702], [-1.703, 0.132, 0.711], [-0.608, 0.787, -0.264], [-0.225, 2.212, 0.049], [1.187, 2.551, -0.011], [2.127, 1.660, -0.238], [1.788, 0.210, -0.011], [3.147, -0.757, 0.419], [0.531, -0.267, -0.113], [-0.326, -1.906, -1.769], [1.165, -2.703, -1.118], [-0.661, -3.334, -0.838], [0.549, -2.017, 0.797], [-1.629, -1.884, 1.689], [-2.198, -1.705, -0.023], [-2.749, 0.275, 0.485], [-1.508, 0.691, 1.581], [-0.908, 0.720, -1.291], [-0.436, 2.599, 1.135], [-0.785, 2.815, -0.693], [1.400, 3.651, 0.025], [3.234, 1.766, -0.409]], "nbo_charge": [-0.421, -0.358, -0.231, -0.406, -0.226, -0.460, -0.091, -0.279, 0.009, 0.056, 0.059, 0.221, 0.255, 0.250, 0.439, 0.260, 0.233, 0.242, 0.225, 0.222, 0.240, 0.260, 0.244, 0.256]}


{"formula": "C9H13IN4", "method": "ωB97M-V/def2-TZVPD", "lumo_ev": -7.4, "e_tot_ha": -866.734985, "de_lowest_kcal_mol": 31.6, "homo_lumo_gap_ev": 8.6, "charge": 2, "smiles": "CC(C)=C([N+]#CI)C1=NC[C@@H]([NH3+])N=C1", "symbols": ["C", "C", "C", "C", "N", "C", "I", "C", "N", "C", "C", "N", "N", "C", "H", "H", "H", "H", "H", "H", "H", "H", "H", "H", "H", "H", "H"], "positions_angstrom": [[0.293, 2.859, -2.440], [-0.096, 2.149, -1.158], [-1.234, 2.772, -0.428], [0.427, 0.932, -0.890], [1.149, 0.301, -1.923], [1.736, 0.117, -2.957], [2.533, -0.218, -4.710], [0.343, -0.072, 0.210], [0.901, -1.240, -0.011], [0.804, -2.352, 0.972], [-0.530, -2.259, 1.633], [-0.539, -3.076, 2.912], [-0.855, -0.983, 2.137], [-0.541, 0.000, 1.402], [-0.635, 3.009, -3.028], [0.953, 3.696, -2.199], [0.904, 2.189, -3.050], [-1.815, 2.049, 0.074], [-0.919, 3.496, 0.331], [-1.932, 3.210, -1.177], [1.684, -2.125, 1.641], [0.912, -3.356, 0.341], [-1.374, -2.617, 1.029], [-0.232, -2.345, 3.637], [0.205, -3.765, 2.691], [-1.438, -3.351, 3.178], [-0.703, 0.981, 1.783]], "nbo_charge": [-0.653, 0.232, -0.675, -0.016, -0.260, 0.275, 0.619, 0.172, -0.338, -0.324, 0.048, -0.677, -0.397, 0.122, 0.261, 0.276, 0.202, 0.227, 0.273, 0.267, 0.256, 0.269, 0.242, 0.470, 0.457, 0.455, 0.216]}


{"formula": "C9H13LiNO3", "method": "ωB97M-V/def2-TZVPD", "lumo_ev": 3.2, "e_tot_ha": -638.753376, "homo_lumo_gap_ev": 7.0, "charge": -1, "symbols": ["Li", "C", "C", "C", "C", "C", "H", "H", "H", "H", "H", "C", "C", "C", "O", "C", "H", "H", "H", "H", "H", "H", "H", "H", "O", "N", "O"], "positions_angstrom": [[-1.012, -0.638, -0.896], [-1.535, -1.296, 1.674], [-1.515, 0.108, 1.685], [-2.395, 0.564, 0.686], [-2.990, -0.563, 0.083], [-2.437, -1.713, 0.677], [-0.971, -1.949, 2.329], [-0.936, 0.735, 2.351], [-2.655, 1.598, 0.500], [-3.780, -0.545, -0.653], [-2.735, -2.734, 0.483], [2.469, 1.508, -0.293], [1.975, 1.115, 1.102], [1.631, -0.348, 0.877], [0.984, -0.362, -0.389], [1.621, 0.624, -1.223], [3.528, 1.261, -0.396], [2.345, 2.568, -0.514], [1.060, 1.655, 1.354], [2.714, 1.270, 1.889], [0.948, -0.763, 1.607], [2.550, -0.952, 0.840], [0.839, 1.183, -1.733], [2.214, 0.129, -1.991], [0.387, -0.785, -3.646], [-0.838, -0.827, -3.749], [-1.470, -0.841, -2.657]], "nbo_charge": [0.862, -0.372, -0.368, -0.399, -0.399, -0.394, 0.188, 0.185, 0.195, 0.211, 0.199, -0.437, -0.430, -0.069, -0.563, -0.072, 0.191, 0.208, 0.216, 0.200, 0.224, 0.147, 0.194, 0.196, -0.534, 0.280, -0.660]}